(1)
Formula: C2HClF2S
Source: the OMol25 dataset
Level of theory: ωB97M-V with the def2-TZVPD basis set

## Properties
* ΔE to the lowest compared entry with this formula, charge and spin: 93.46 kcal/mol
* HOMO level (alpha / beta): -9.5 / -9.6 eV

Geometry as ORCA input:
```
! wB97M-V def2-TZVPD RIJCOSX def2/J DEFGRID3
* xyz 0 1
C 1.033 -0.846 -1.600
C -0.283 -1.203 -1.528
F -0.735 -2.353 -1.018
F -1.278 -0.387 -2.025
S 1.586 0.208 -2.699
Cl 2.187 -1.814 -0.640
H -1.005 -0.270 0.817
*
```

Partial charges, natural (NBO), in e: atom 1 (C): -0.426, atom 2 (C): 0.781, atom 3 (F): -0.273, atom 4 (F): -0.289, atom 5 (S): 0.189, atom 6 (Cl): 0.011, atom 7 (H): 0.008

(2)
Formula: C41H36BeFN4S3
Source: the OMol25 dataset
Level of theory: ωB97M-V with the def2-TZVPD basis set

## Properties
* ΔE to the lowest compared entry with this formula, charge and spin: 0.21 kcal/mol
* HOMO level: -4.7 eV

Geometry as ORCA input:
```
! wB97M-V def2-TZVPD RIJCOSX def2/J DEFGRID3
* xyz -1 1
Be 0.969 0.524 0.188
C -2.022 2.937 1.458
C -2.803 2.184 2.318
C -2.483 0.851 2.503
C -1.389 0.267 1.856
C -0.545 1.010 1.000
C -0.928 2.353 0.835
C -1.217 -1.192 2.109
C -2.393 -2.007 2.079
C -2.299 -3.343 2.279
C -1.029 -3.916 2.527
C -0.838 -5.301 2.735
C 0.411 -5.798 2.978
C 1.518 -4.923 3.027
C 1.357 -3.581 2.826
C 0.077 -3.040 2.560
N -0.031 -1.693 2.346
H -2.252 3.981 1.280
H -3.646 2.624 2.838
H -3.083 0.252 3.180
H -0.325 2.987 0.197
H -3.343 -1.541 1.858
H -3.175 -3.982 2.235
H -1.700 -5.958 2.695
H 0.555 -6.860 3.132
H 2.508 -5.319 3.214
H 2.200 -2.907 2.852
C 3.911 0.762 -3.368
C 3.623 -0.485 -2.526
C 4.727 -1.518 -2.771
C 2.249 -1.066 -2.824
C 1.946 -1.346 -4.151
C 0.710 -1.842 -4.529
C -0.236 -2.098 -3.556
C 0.029 -1.855 -2.211
C -1.038 -2.187 -1.189
C -1.358 -3.683 -1.208
C -2.303 -1.354 -1.407
C 1.268 -1.310 -1.835
N 1.476 -0.929 -0.481
C 2.473 -1.531 0.218
C 3.091 -2.765 -0.034
C 4.137 -3.214 0.763
C 4.611 -2.474 1.836
C 4.002 -1.250 2.130
C 2.968 -0.848 1.338
F 2.328 0.352 1.583
H 4.806 1.266 -2.997
H 3.092 1.476 -3.326
H 4.084 0.499 -4.415
H 3.649 -0.181 -1.480
H 4.731 -1.831 -3.818
H 4.599 -2.403 -2.150
H 5.706 -1.086 -2.547
H 2.690 -1.143 -4.914
H 0.487 -2.019 -5.573
H -1.205 -2.489 -3.843
H -0.629 -1.939 -0.211
H -1.736 -3.991 -2.187
H -2.118 -3.924 -0.462
H -0.467 -4.276 -0.989
H -2.732 -1.537 -2.395
H -2.091 -0.287 -1.321
H -3.060 -1.607 -0.660
H 2.741 -3.359 -0.869
H 4.592 -4.172 0.535
H 5.433 -2.832 2.441
H 4.319 -0.628 2.958
S -1.602 2.387 -5.303
C -0.473 2.637 -4.108
S -0.281 1.609 -2.726
C 1.077 2.557 -2.164
N 1.349 3.557 -2.942
N 0.472 3.600 -4.012
C 0.744 4.604 -4.985
C -0.280 5.372 -5.519
C 0.025 6.352 -6.452
C 1.338 6.568 -6.843
C 2.356 5.801 -6.293
C 2.063 4.817 -5.363
S 1.986 2.197 -0.744
H -1.298 5.193 -5.211
H -0.773 6.952 -6.872
H 1.569 7.335 -7.572
H 3.384 5.968 -6.588
H 2.841 4.217 -4.911
*
```

Partial charges, Mulliken, in e: atom 1 (Be): -1.044, atom 2 (C): -1.079, atom 3 (C): -0.805, atom 4 (C): -0.706, atom 5 (C): 1.721, atom 6 (C): -0.914, atom 7 (C): 0.089, atom 8 (C): 1.508, atom 9 (C): -0.386, atom 10 (C): -1.277, atom 11 (C): 1.372, atom 12 (C): -0.931, atom 13 (C): -0.600, atom 14 (C): -0.545, atom 15 (C): -0.520, atom 16 (C): -0.093, atom 17 (N): -0.261, atom 18 (H): 0.432, atom 19 (H): 0.361, atom 20 (H): 0.479, atom 21 (H): 0.279, atom 22 (H): 0.475, atom 23 (H): 0.335, atom 24 (H): 0.378, atom 25 (H): 0.378, atom 26 (H): 0.425, atom 27 (H): 0.676, atom 28 (C): -1.328, atom 29 (C): 0.698, atom 30 (C): -1.749, atom 31 (C): 1.234, atom 32 (C): -0.608, atom 33 (C): -1.603, atom 34 (C): -0.270, atom 35 (C): 0.677, atom 36 (C): 2.280, atom 37 (C): -1.804, atom 38 (C): -1.502, atom 39 (C): -0.342, atom 40 (N): 1.535, atom 41 (C): 0.449, atom 42 (C): -0.999, atom 43 (C): -0.868, atom 44 (C): -0.608, atom 45 (C): -0.732, atom 46 (C): 0.673, atom 47 (F): -0.491, atom 48 (H): 0.386, atom 49 (H): 0.019, atom 50 (H): 0.380, atom 51 (H): 0.047, atom 52 (H): 0.347, atom 53 (H): 0.346, atom 54 (H): 0.454, atom 55 (H): 0.265, atom 56 (H): 0.362, atom 57 (H): 0.358, atom 58 (H): -1.468, atom 59 (H): 0.365, atom 60 (H): 0.439, atom 61 (H): 0.338, atom 62 (H): 0.378, atom 63 (H): 0.205, atom 64 (H): 0.374, atom 65 (H): 0.734, atom 66 (H): 0.424, atom 67 (H): 0.370, atom 68 (H): 0.462, atom 69 (S): -0.377, atom 70 (C): -0.038, atom 71 (S): 0.265, atom 72 (C): -0.008, atom 73 (N): -0.848, atom 74 (N): 0.729, atom 75 (C): 0.212, atom 76 (C): -0.448, atom 77 (C): -0.597, atom 78 (C): -0.413, atom 79 (C): -0.640, atom 80 (C): -0.242, atom 81 (S): -0.480, atom 82 (H): 0.403, atom 83 (H): 0.352, atom 84 (H): 0.361, atom 85 (H): 0.354, atom 86 (H): 0.445

(3)
Formula: C3H6NaO4
Source: the OMol25 dataset
Level of theory: ωB97M-V with the def2-TZVPD basis set

## Properties
* ΔE to the lowest compared entry with this formula, charge and spin: 0.00 kcal/mol
* HOMO level: -2.1 eV

Geometry as ORCA input:
```
! wB97M-V def2-TZVPD RIJCOSX def2/J DEFGRID3
* xyz -1 1
O 5.853 -3.225 -1.805
C 5.549 -3.627 -0.484
C 4.123 -3.232 -0.164
H 6.773 -3.426 -1.995
H 6.233 -3.145 0.234
H 5.665 -4.718 -0.373
H 4.147 -2.498 0.657
H 3.564 -4.089 0.245
O 3.684 0.557 0.314
C 2.577 0.853 -0.228
O 1.579 1.310 0.469
O 2.272 0.415 -1.416
Na 0.087 0.542 -1.085
H 3.533 -3.006 -1.123
*
```

Partial charges, natural (NBO), in e: atom 1 (O): -0.715, atom 2 (C): -0.060, atom 3 (C): -0.636, atom 4 (H): 0.454, atom 5 (H): 0.154, atom 6 (H): 0.128, atom 7 (H): 0.251, atom 8 (H): 0.177, atom 9 (O): -0.849, atom 10 (C): 0.922, atom 11 (O): -0.995, atom 12 (O): -1.004, atom 13 (Na): 0.928, atom 14 (H): 0.244